[1]
Molecular formula: CH2F3PS
Method: DFT, wB97M-V/def2-TZVPD

Structure (XYZ):
```
8
Properties=species:S:1:pos:R:3:forces:R:3
F 1.9800 -1.2431 0.5212 0.52 -0.85 1.14
C 2.2389 -0.0516 0.0958 -0.85 0.87 -0.17
F 1.7163 -0.0447 -1.1043 0.23 0.62 -0.79
S 2.8391 1.2179 0.8639 0.08 -0.65 -0.18
F -2.0201 0.4042 -1.4487 -0.01 -0.38 0.70
P -1.8427 -0.4222 -0.0416 0.71 -1.39 -2.18
H -1.7586 0.6184 0.7673 0.62 2.15 1.49
H -3.1528 -0.4789 0.3462 -1.30 -0.36 0.00
```
Positions in Å, forces in eV/Å.

Its spin multiplicity is 1. For the HOMO-LUMO gap (alpha / beta), the calculation gives 0.3717 / 0.3716 Ha. Its SMILES is FC(F)=S.FP. The LUMO energy (alpha / beta) is -0.11 / -0.11 eV.

***

[2]
Molecular formula: CH2F4Si
Method: DFT, wB97M-V/def2-TZVPD

Structure (XYZ):
```
8
Properties=species:S:1:pos:R:3:forces:R:3
F -0.8819 -1.5415 -0.7631 -1.99 -0.22 -0.20
C 0.2216 -0.7378 -0.6865 -0.49 2.23 -1.73
Si -0.0550 0.5708 0.6870 0.21 0.67 -0.51
F -0.7540 0.1526 2.0377 0.44 -0.54 -0.07
F -0.9962 1.7033 0.1415 -0.83 0.04 -0.64
F 1.2330 1.4577 0.9332 0.53 -0.70 0.33
H 0.3024 -0.0872 -1.7354 0.07 -1.70 2.63
H 0.9301 -1.5179 -0.6144 2.06 0.23 0.19
```
Positions in Å, forces in eV/Å.

Its spin multiplicity is 1. For the HOMO-LUMO gap, the calculation gives 0.4652 Ha. Its SMILES is FC[Si](F)(F)F. The LUMO energy is 0.56 eV.

***

[3]
Molecular formula: CH2FIO
Method: DFT, wB97M-V/def2-TZVPD

Structure (XYZ):
```
6
Properties=species:S:1:pos:R:3:forces:R:3
C 0.6405 -0.3697 -0.0043 -2.29 0.51 -5.28
O -0.2004 0.3961 0.6605 -0.90 0.88 -1.76
F 0.3225 -1.6890 0.0700 0.64 0.25 0.54
I 2.6980 0.0407 0.0188 0.32 -0.14 0.42
H 0.1616 0.0125 -1.5224 1.51 -1.06 3.87
H -0.2686 0.4966 1.5804 0.72 -0.44 2.20
```
Positions in Å, forces in eV/Å.

Its spin multiplicity is 1. For the HOMO-LUMO gap, the calculation gives 0.3575 Ha. The LUMO energy is 0.19 eV.

***

[4]
Molecular formula: CH2FIS
Method: DFT, wB97M-V/def2-TZVPD

Structure (XYZ):
```
6
Properties=species:S:1:pos:R:3:forces:R:3
F 0.0515 1.2610 0.8804 -0.47 0.03 -0.07
C -0.2184 0.2279 0.0128 -0.13 0.28 0.28
S 0.7061 -1.2103 0.5015 -3.06 -1.60 1.97
I -2.3331 -0.0196 -0.2819 0.35 -0.03 0.31
H 0.1540 0.5084 -0.9481 0.00 0.35 -0.58
H 1.6400 -0.7674 -0.1647 3.30 0.97 -1.90
```
Positions in Å, forces in eV/Å.

Its spin multiplicity is 1. For the HOMO-LUMO gap, the calculation gives 0.3640 Ha. Its SMILES is F[C@@H](S)I. The LUMO energy is 0.13 eV.

***

[5]
Molecular formula: CH2FNO
Method: DFT, wB97M-V/def2-TZVPD

Structure (XYZ):
```
6
Properties=species:S:1:pos:R:3:forces:R:3
O 1.5480 -0.2159 -0.6650 -0.35 0.05 0.60
C 0.3994 0.1200 -0.6278 -0.49 -1.13 2.15
N -0.5254 -0.0992 0.4462 2.34 0.27 -0.08
F 0.1564 -0.3453 1.6444 -0.84 -0.34 -0.52
H -0.0424 0.7058 -1.3617 -1.28 0.94 -1.84
H -1.5359 -0.1654 0.5638 0.62 0.21 -0.31
```
Positions in Å, forces in eV/Å.

Its spin multiplicity is 1. For the HOMO-LUMO gap, the calculation gives 0.4171 Ha. Its SMILES is O=CNF. The LUMO energy is 0.86 eV.

***

[6]
Molecular formula: CH2FPSi
Method: DFT, wB97M-V/def2-TZVPD

Structure (XYZ):
```
6
Properties=species:S:1:pos:R:3:forces:R:3
F -1.0025 -1.1197 1.6878 0.63 1.84 -0.89
C -0.2633 -0.1720 0.9583 -1.84 -2.81 -0.83
P 1.0958 0.6295 1.3030 1.74 0.55 -0.17
Si 0.2397 0.1614 -0.8180 -1.36 1.30 1.45
H 0.1989 -1.0243 -1.7470 0.57 0.55 0.33
H -0.2685 1.5252 -1.3841 0.27 -1.45 0.12
```
Positions in Å, forces in eV/Å.

Its spin multiplicity is 1. For the HOMO-LUMO gap, the calculation gives 0.3174 Ha. Its SMILES is FC1=P[SiH2]1. The LUMO energy is -0.21 eV.

***

[7]
Molecular formula: CH2FPSi
Method: DFT, wB97M-V/def2-TZVPD

Structure (XYZ):
```
6
Properties=species:S:1:pos:R:3:forces:R:3
C 2.9725 -0.2694 -0.6576 -1.32 1.08 0.57
F 2.6102 -1.4705 -0.2543 0.96 1.43 -0.78
Si -2.6679 -0.0629 0.0082 -2.06 -0.28 -2.04
P 3.0044 1.2867 -0.9320 0.35 -2.51 0.21
H -1.9009 0.1541 1.1442 1.34 0.46 2.25
H -4.0182 0.3619 0.6916 0.73 -0.18 -0.21
```
Positions in Å, forces in eV/Å.

Its spin multiplicity is 1. For the HOMO-LUMO gap, the calculation gives 0.2847 Ha. The LUMO energy is -1.07 eV.

***

[8]
Molecular formula: CH2I2
Method: DFT, wB97M-V/def2-TZVPD

Structure (XYZ):
```
5
Properties=species:S:1:pos:R:3:forces:R:3
C -0.0668 -0.3901 0.2790 0.76 -2.50 4.48
I -0.2816 -1.1103 2.1675 0.22 0.72 -1.19
I -0.2945 0.1450 4.9881 0.03 -0.11 -0.68
H -0.9346 -0.1531 -0.1538 -2.85 1.36 -1.76
H 0.8947 -0.3877 -0.0833 1.84 0.52 -0.85
```
Positions in Å, forces in eV/Å.

Its spin multiplicity is 1. For the HOMO-LUMO gap (alpha / beta), the calculation gives 0.2130 / 0.2118 Ha. The LUMO energy (alpha / beta) is -2.65 / -2.68 eV.

***

[9]
Molecular formula: CH2I2S3
Method: DFT, wB97M-V/def2-TZVPD

Structure (XYZ):
```
8
Properties=species:S:1:pos:R:3:forces:R:3
C 2.4179 -1.1869 -0.8029 2.00 2.99 0.86
S -3.6076 0.6805 0.0789 1.07 0.02 0.84
S -0.8257 2.4692 0.3815 -0.09 0.29 0.18
S -2.1676 1.5890 1.4608 -0.93 -0.48 -0.82
I 1.0437 0.3511 -0.7999 0.57 -0.15 -0.14
I 4.1219 -1.3310 0.4454 -0.73 0.33 -0.60
H 1.9519 -2.0701 -0.8072 -1.62 -3.41 -0.28
H -2.9345 -0.5018 0.0434 -0.27 0.40 -0.03
```
Positions in Å, forces in eV/Å.

Its spin multiplicity is 1. For the HOMO-LUMO gap (alpha / beta), the calculation gives 0.2261 / 0.2892 Ha. The LUMO energy (alpha / beta) is -2.23 / -1.05 eV.

***

[10]
Molecular formula: CH2IN3O2
Method: DFT, wB97M-V/def2-TZVPD

Structure (XYZ):
```
9
Properties=species:S:1:pos:R:3:forces:R:3
C -1.3047 -1.5425 -0.4832 0.26 -0.34 0.06
N 1.7656 1.7548 -0.0851 0.02 0.77 1.88
N -1.7330 -2.5192 0.0347 -0.27 -0.80 0.25
N 0.9209 1.5681 0.7995 -0.04 -0.73 -1.70
O -0.7409 -0.7277 -1.0833 0.24 1.00 -0.56
O 1.5286 1.1320 -1.2267 -0.43 -0.63 -0.96
I 1.2838 2.5119 2.5510 0.29 0.33 0.32
H 0.7020 0.5904 -1.2115 0.18 0.28 0.50
H -2.4222 -2.7679 0.7045 -0.25 0.13 0.21
```
Positions in Å, forces in eV/Å.

Its spin multiplicity is 1. For the HOMO-LUMO gap, the calculation gives 0.3494 Ha. The LUMO energy is -0.11 eV.

***

[11]
Molecular formula: CH2IN5
Method: DFT, wB97M-V/def2-TZVPD

Structure (XYZ):
```
9
Properties=species:S:1:pos:R:3:forces:R:3
N -1.3836 0.3188 -0.7800 -0.42 0.55 -0.06
N -0.3304 -0.0109 0.0598 3.86 -0.57 -0.78
N -0.3958 -0.0032 1.3662 -0.46 0.47 -1.11
N 0.7371 -0.2467 1.8595 -0.45 -0.48 3.10
N 1.7060 -0.4807 0.9827 1.35 0.33 -1.30
C 1.3063 -0.3069 -0.2006 -5.01 0.38 0.11
I 2.1544 -0.5173 -2.0255 -0.06 0.04 -0.04
H -2.2720 -0.0952 -0.4551 0.92 -0.01 -0.08
H -1.5220 1.3421 -0.8071 0.28 -0.71 0.14
```
Positions in Å, forces in eV/Å.

Its spin multiplicity is 1. For the HOMO-LUMO gap, the calculation gives 0.3558 Ha. Its SMILES is Nn1nnnc1I. The LUMO energy is 0.04 eV.

***

[12]
Molecular formula: CH2INO
Method: DFT, wB97M-V/def2-TZVPD

Structure (XYZ):
```
6
Properties=species:S:1:pos:R:3:forces:R:3
H -1.0852 -1.1211 1.2156 -0.45 -1.35 1.51
N -1.1680 -0.5177 0.4446 0.52 -0.06 0.17
C 0.0009 -0.3184 0.0518 0.23 1.38 -1.39
O 0.0145 0.4623 -1.0738 1.28 1.17 -0.64
I 1.2044 2.1229 -0.9826 -0.57 -1.04 0.00
H 1.0334 -0.6280 0.3444 -1.02 -0.10 0.36
```
Positions in Å, forces in eV/Å.

Its spin multiplicity is 1. For the HOMO-LUMO gap, the calculation gives 0.3149 Ha. Its SMILES is [H]/N=C/OI. The LUMO energy is -1.29 eV.

***

[13]
Molecular formula: CH2INO2
Method: DFT, wB97M-V/def2-TZVPD

Structure (XYZ):
```
7
Properties=species:S:1:pos:R:3:forces:R:3
C -0.2591 0.0120 0.1598 1.43 -1.02 -0.67
N -1.4529 -0.6669 -0.0838 -0.10 3.23 -1.05
O -1.3872 -1.8394 -0.2182 -0.72 -2.35 0.05
O -2.4069 0.0926 -0.3704 0.16 -0.93 0.67
I -5.4148 0.0570 0.0038 0.04 -0.03 0.01
H -0.1494 0.9447 0.6001 -0.71 1.45 0.86
H 0.5972 -0.3834 -0.3660 -0.11 -0.36 0.15
```
Positions in Å, forces in eV/Å.

Its spin multiplicity is 1. For the HOMO-LUMO gap (alpha / beta), the calculation gives 0.2840 / 0.2545 Ha. The LUMO energy (alpha / beta) is -2.07 / -2.53 eV.

***

[14]
Molecular formula: CH2INO2
Method: DFT, wB97M-V/def2-TZVPD

Structure (XYZ):
```
7
Properties=species:S:1:pos:R:3:forces:R:3
N 0.4623 -0.6962 -1.3062 -3.27 2.52 -1.94
C 0.9078 -1.0810 -0.2644 0.88 0.45 -0.31
O 1.5963 -1.4684 0.5759 0.20 -0.68 1.32
H -0.3685 0.0110 -1.4785 2.54 -2.29 0.74
O -1.4800 -1.2655 0.7407 -1.29 0.17 0.33
I -2.7609 -0.0187 -0.1344 0.12 0.13 -0.18
H -2.1148 -1.6288 1.3868 0.82 -0.30 0.05
```
Positions in Å, forces in eV/Å.

Its spin multiplicity is 1. For the HOMO-LUMO gap, the calculation gives 0.3263 Ha. Its SMILES is N=C=O.OI. The LUMO energy is -1.24 eV.

***

[15]
Molecular formula: CH2INO4
Method: DFT, wB97M-V/def2-TZVPD

Structure (XYZ):
```
9
Properties=species:S:1:pos:R:3:forces:R:3
C 2.2683 -0.0833 0.4505 2.85 -0.11 0.69
N -0.1521 -0.5549 -0.4238 1.09 0.28 1.33
O 2.7183 0.3488 -0.5513 0.01 0.86 -2.27
O -1.1491 -0.4963 0.1299 -1.90 0.39 1.94
O 1.0704 -0.3564 0.7886 -3.32 -0.95 -0.23
O 0.1503 -0.7759 -1.5012 1.91 -0.33 -2.09
I -4.4708 0.4728 -0.2064 0.62 0.91 0.17
H 3.0064 -0.3108 1.2425 -0.56 -0.16 0.65
H -3.4417 1.7560 0.0711 -0.71 -0.88 -0.18
```
Positions in Å, forces in eV/Å.

Its spin multiplicity is 1. For the HOMO-LUMO gap, the calculation gives 0.3339 Ha. The LUMO energy is -1.10 eV.

***

[16]
Molecular formula: CH2IOP
Method: DFT, wB97M-V/def2-TZVPD

Structure (XYZ):
```
6
Properties=species:S:1:pos:R:3:forces:R:3
O -0.7676 1.9800 -0.3518 0.36 1.52 0.06
C -0.1363 0.9997 -0.3184 -2.85 -3.33 -0.47
P -1.2190 -0.8512 -0.5767 1.43 0.99 2.09
I -3.3363 0.1560 0.1177 0.22 -0.33 -0.04
H 0.8869 0.7750 -0.1729 1.64 0.42 0.18
H -0.7059 -1.3531 0.8101 -0.80 0.74 -1.81
```
Positions in Å, forces in eV/Å.

Its spin multiplicity is 1. For the HOMO-LUMO gap, the calculation gives 0.3222 Ha. Its SMILES is O=CPI. The LUMO energy is -0.19 eV.

***

[17]
Molecular formula: CH2IOP
Method: DFT, wB97M-V/def2-TZVPD

Structure (XYZ):
```
6
Properties=species:S:1:pos:R:3:forces:R:3
C -0.3642 0.0766 -0.7127 2.01 -1.50 -0.08
O 0.2246 -1.9981 0.9279 0.32 -0.40 -0.26
P -0.2949 -1.8395 -0.4522 0.99 0.56 0.19
I -2.3236 -0.3244 0.1061 -0.54 1.52 -0.36
H -0.2188 0.3388 -1.7925 -1.02 0.16 1.04
H 0.4412 0.5451 -0.0528 -1.75 -0.34 -0.54
```
Positions in Å, forces in eV/Å.

Its spin multiplicity is 1. For the HOMO-LUMO gap, the calculation gives 0.3303 Ha. The LUMO energy is -0.25 eV.

***

[18]
Molecular formula: CH2N2
Method: DFT, wB97M-V/def2-TZVPD

Structure (XYZ):
```
5
Properties=species:S:1:pos:R:3:forces:R:3
N -1.7887 -0.8074 -1.9305 0.26 0.26 0.83
C -1.1282 -0.3918 -1.0702 -1.63 -1.08 -3.06
N -0.2866 0.1239 -0.2219 2.86 0.10 0.88
H 0.7625 -0.0558 -0.5418 -3.04 0.48 1.79
H -0.6753 -0.0118 0.7266 1.55 0.24 -0.45
```
Positions in Å, forces in eV/Å.

Its spin multiplicity is 1. For the HOMO-LUMO gap, the calculation gives 0.3872 Ha. Its SMILES is N#CN. The LUMO energy is 0.41 eV.

***

[19]
Molecular formula: CH2N2O2
Method: DFT, wB97M-V/def2-TZVPD

Structure (XYZ):
```
7
Properties=species:S:1:pos:R:3:forces:R:3
C 0.6449 1.9624 1.7126 -2.05 -0.06 3.37
N -0.3459 -2.4166 -0.3621 -0.45 -1.50 -1.15
N 0.5557 -0.8831 0.9526 1.36 0.75 1.86
O 0.0127 2.0371 2.6901 1.72 0.54 -2.62
O -0.2406 -1.2067 0.0540 -0.95 2.54 -0.72
H 0.7037 0.5980 1.4671 -0.71 -2.95 -2.50
H -1.0289 -2.3918 -1.1983 1.08 0.68 1.75
```
Positions in Å, forces in eV/Å.

Its spin multiplicity is 1. For the HOMO-LUMO gap (alpha / beta), the calculation gives 0.2777 / 0.3020 Ha. The LUMO energy (alpha / beta) is -1.47 / -1.23 eV.

***

[20]
Molecular formula: CH2N2O2S
Method: DFT, wB97M-V/def2-TZVPD

Structure (XYZ):
```
8
Properties=species:S:1:pos:R:3:forces:R:3
C -0.5502 -1.2975 1.4304 0.29 1.00 -0.65
N -1.5412 -1.2477 2.0014 -0.64 -0.39 0.49
N 0.0973 0.8165 -1.5246 1.28 0.84 1.98
O 1.1851 0.5655 0.9297 0.47 1.87 1.16
O 0.1950 -0.5530 -1.0307 -0.13 -0.08 0.18
S 0.9037 -0.7524 0.4800 -0.37 -1.85 -1.84
H 0.6089 1.3703 -0.7228 -1.46 -0.80 -1.98
H -0.8986 1.0983 -1.5634 0.56 -0.58 0.66
```
Positions in Å, forces in eV/Å.

Its spin multiplicity is 1. For the HOMO-LUMO gap, the calculation gives 0.3759 Ha. The LUMO energy is -0.31 eV.

***

The ΔE to the lowest compared entry with this formula, charge and spin results, record by record, are as follows: 11.4 15.6 49.5 8.1 74.3 16.2 73.4 61.1 65.2 0.0 8.4 53.7 123.7 23.5 12.9 16.6 11.8 9.6 225.1 131.5 kcal per mole.